(1)
{
  "formula": "C5H9NO",
  "method": "ωB97M-V/def2-TZVPD",
  "species": ["C", "C", "C", "N", "H", "H", "H", "C", "O", "C", "H", "H", "H", "H", "H", "H"],
  "xyz": [[-1.071, 1.200, 2.087], [-1.025, -0.038, 1.650], [-1.286, -0.856, 0.644], [-2.140, -1.690, 0.278], [-1.892, 1.570, 2.696], [-0.215, 1.862, 2.000], [-1.960, -2.211, -0.575], [0.196, -0.229, -1.899], [0.451, 0.003, -0.526], [1.902, 0.273, 0.027], [-0.736, 0.292, -2.119], [0.983, 0.151, -2.554], [0.133, -1.312, -2.043], [1.920, 1.186, 0.610], [2.234, -0.591, 0.599], [2.506, 0.390, -0.874]],
  "forces_ev_per_angstrom": [[1.0, -0.2, 0.6], [-1.5, -0.2, -2.2], [-1.5, -0.2, 4.5], [0.6, 0.0, -1.1], [0.0, -0.1, 0.1], [0.0, 0.3, -0.1], [0.3, 0.0, -0.3], [1.0, 0.0, 0.4], [3.1, 1.2, 0.8], [-2.3, -0.8, -2.4], [0.0, -0.2, -0.2], [0.0, 0.1, -0.1], [-0.3, 0.1, -0.3], [-0.4, 0.0, 0.0], [-0.2, 0.0, 0.0], [0.2, 0.0, 0.2]],
  "nbo_charge": [-0.31, -0.15, 0.34, -0.62, 0.20, 0.18, 0.34, -0.24, -0.59, -0.24, 0.19, 0.17, 0.17, 0.19, 0.19, 0.18],
  "lumo_energy_ev": 0.429,
  "largest_force_ev_per_a": 4.72,
  "orbital_gap_ev": 7.9,
  "total_energy_ha": -325.70004,
  "homo_energy_ha": -0.2745,
  "smiles": "C=C=C=N.COC"
}


(2)
{
  "formula": "C5H9NO",
  "method": "ωB97M-V/def2-TZVPD",
  "species": ["C", "C", "C", "C", "N", "C", "O", "H", "H", "H", "H", "H", "H", "H", "H", "H"],
  "xyz": [[1.492, 0.576, -0.139], [0.127, -0.072, 0.091], [0.247, -1.176, 1.134], [-1.164, 0.795, 0.262], [-1.584, 0.334, -1.063], [-0.451, -0.397, -1.303], [-0.016, -0.947, -2.285], [2.080, -0.129, -0.741], [2.029, 0.750, 0.799], [1.441, 1.513, -0.704], [0.642, -0.739, 2.061], [0.942, -1.954, 0.807], [-0.718, -1.639, 1.367], [-1.832, 0.438, 1.058], [-1.035, 1.878, 0.347], [-2.243, 0.724, -1.722]],
  "forces_ev_per_angstrom": [[0.1, 0.1, 0.0], [0.1, 0.0, 0.1], [0.0, -0.1, 0.0], [0.0, 0.1, 0.2], [0.0, 0.0, -0.2], [0.1, -0.2, -0.3], [-0.3, 0.1, 0.4], [-0.1, 0.2, 0.2], [-0.1, 0.1, -0.1], [-0.1, -0.1, 0.1], [-0.1, -0.1, -0.1], [-0.1, 0.1, 0.0], [0.1, 0.0, -0.1], [0.2, 0.2, -0.1], [0.1, -0.1, -0.1], [0.1, -0.1, 0.1]],
  "nbo_charge": [-0.60, -0.15, -0.60, -0.20, -0.63, 0.69, -0.59, 0.23, 0.21, 0.21, 0.21, 0.22, 0.21, 0.19, 0.19, 0.40],
  "lumo_energy_ev": 0.852,
  "largest_force_ev_per_a": 0.49,
  "orbital_gap_ev": 10.5,
  "total_energy_ha": -325.90725,
  "homo_energy_ha": -0.3529,
  "smiles": "CC1(C)CNC1=O"
}


(3)
{
  "formula": "C5H9NO",
  "method": "ωB97M-V/def2-TZVPD",
  "species": ["C", "C", "N", "C", "O", "C", "C", "H", "H", "H", "H", "H", "H", "H", "H", "H"],
  "xyz": [[-1.273, 1.342, 0.070], [0.152, 0.826, 0.074], [0.457, -0.039, 1.249], [1.325, -1.003, 0.077], [2.393, -1.488, 0.373], [-0.144, -1.497, -0.714], [0.624, -0.213, -0.955], [-1.986, 0.514, 0.155], [-1.482, 1.881, -0.858], [-1.439, 2.027, 0.909], [0.871, 1.651, 0.084], [0.867, 0.362, 2.088], [-0.268, -0.723, 1.421], [0.139, -2.366, -1.294], [-1.244, -1.371, -0.756], [1.007, 0.097, -1.923]],
  "forces_ev_per_angstrom": [[0.0, 0.0, -0.1], [-0.1, 0.1, 0.0], [-0.2, 0.0, 0.3], [-0.1, -0.5, -0.2], [-0.7, -0.2, -0.2], [0.2, -0.2, -0.3], [0.2, 0.3, -0.1], [0.1, 0.2, 0.0], [0.0, 0.0, 0.1], [0.0, -0.1, -0.1], [-0.1, -0.1, 0.1], [0.0, 0.0, -0.3], [-0.1, 0.4, 0.5], [0.3, 0.2, -0.3], [0.5, -0.2, 0.8], [0.0, 0.2, 0.0]],
  "nbo_charge": [-0.63, -0.02, -0.68, 0.65, -0.63, -0.67, -0.35, 0.21, 0.22, 0.22, 0.21, 0.41, 0.42, 0.23, 0.20, 0.21],
  "lumo_energy_ev": 0.717,
  "largest_force_ev_per_a": 0.97,
  "orbital_gap_ev": 8.5,
  "total_energy_ha": -325.78890,
  "homo_energy_ha": -0.2846,
  "smiles": "C[C@H]1[NH2+][C@@]2([O-])C[C@@H]12"
}


(4)
{
  "formula": "C5H9NO",
  "method": "ωB97M-V/def2-TZVPD",
  "species": ["C", "C", "C", "C", "N", "C", "O", "H", "H", "H", "H", "H", "H", "H", "H", "H"],
  "xyz": [[-1.536, -0.023, 0.200], [-0.019, 0.016, 0.000], [0.467, 1.451, -0.258], [0.759, -0.672, 1.135], [1.066, -1.821, -1.347], [0.322, -0.814, -1.175], [-0.007, -0.835, -2.419], [-2.054, 0.368, -0.681], [-1.807, 0.585, 1.069], [-1.878, -1.049, 0.375], [0.212, 2.084, 0.598], [-0.011, 1.868, -1.152], [1.552, 1.486, -0.403], [1.128, 0.034, 1.874], [0.193, -1.446, 1.658], [1.638, -1.179, 0.731]],
  "forces_ev_per_angstrom": [[-0.1, 0.0, 0.0], [0.1, -0.1, 0.2], [0.0, 0.1, 0.0], [0.1, 0.0, 0.3], [-0.5, 0.5, -0.7], [0.3, -0.4, 0.1], [0.2, -0.3, 0.0], [0.1, 0.0, 0.1], [0.0, -0.1, -0.1], [0.0, 0.2, 0.0], [0.0, -0.1, -0.1], [0.1, -0.1, 0.1], [-0.2, 0.0, 0.0], [-0.1, 0.2, 0.1], [-0.2, 0.2, -0.1], [0.1, 0.1, 0.0]],
  "nbo_charge": [-0.59, -0.15, -0.59, -0.60, -0.12, 0.50, -0.43, 0.22, 0.22, 0.22, 0.22, 0.22, 0.22, 0.22, 0.22, 0.23],
  "lumo_energy_ev": [-0.428, -0.427],
  "largest_force_ev_per_a": 0.97,
  "orbital_gap_ev": [9.5, 9.5],
  "total_energy_ha": -325.79608,
  "homo_energy_ha": [-0.3659, -0.3659]
}


(5)
{
  "formula": "C5H9NO",
  "method": "ωB97M-V/def2-TZVPD",
  "species": ["C", "C", "C", "C", "C", "O", "N", "H", "H", "H", "H", "H", "H", "H", "H", "H"],
  "xyz": [[1.806, 0.966, 0.379], [-1.163, 0.348, 1.173], [0.954, -0.103, -0.202], [-0.391, -0.345, 0.078], [-1.382, -0.772, -1.341], [1.545, -1.021, -0.936], [-0.852, -1.647, -0.471], [0.738, -1.729, -1.050], [2.556, 0.524, 1.040], [2.335, 1.495, -0.417], [1.223, 1.690, 0.944], [-2.141, -0.121, 1.265], [-0.660, 0.245, 2.138], [-1.303, 1.415, 0.980], [-2.471, -0.643, -1.436], [-0.795, -0.302, -2.145]],
  "forces_ev_per_angstrom": [[0.0, 0.1, -0.1], [0.1, 0.1, -0.1], [0.0, -1.1, 0.0], [-0.9, 0.2, -0.6], [0.8, 0.3, 0.5], [-0.9, 0.2, -0.2], [0.6, -0.5, -0.1], [0.3, 0.8, 0.5], [0.0, 0.0, -0.1], [0.0, -0.1, 0.0], [-0.1, -0.1, 0.0], [0.0, 0.0, 0.0], [0.0, 0.0, 0.0], [-0.1, 0.0, 0.0], [0.1, 0.3, 0.2], [-0.1, -0.2, -0.1]],
  "nbo_charge": [-0.68, -0.63, 0.48, -0.04, 0.00, -0.64, -0.67, 0.50, 0.25, 0.24, 0.23, 0.24, 0.21, 0.21, 0.16, 0.14],
  "lumo_energy_ev": [0.162, 0.161],
  "largest_force_ev_per_a": 1.13,
  "orbital_gap_ev": [8.2, 8.2],
  "total_energy_ha": -325.78712,
  "homo_energy_ha": [-0.2965, -0.2965]
}


(6)
{
  "formula": "C5H9NO",
  "method": "ωB97M-V/def2-TZVPD",
  "species": ["C", "C", "O", "C", "C", "C", "N", "H", "H", "H", "H", "H", "H", "H", "H", "H"],
  "xyz": [[-0.517, -0.556, -1.497], [-1.022, -0.062, -0.122], [-1.600, -1.062, 0.694], [0.070, 0.669, 0.721], [1.290, -0.239, 0.961], [0.466, 1.897, 0.024], [0.747, 2.844, -0.577], [0.144, 0.186, -1.969], [-1.347, -0.709, -2.201], [0.009, -1.508, -1.403], [-1.824, 0.607, -0.423], [-0.879, -1.622, 1.023], [-0.337, 0.972, 1.699], [2.093, 0.290, 1.480], [1.680, -0.603, 0.007], [1.028, -1.103, 1.584]],
  "forces_ev_per_angstrom": [[0.1, -0.2, 0.1], [0.1, 0.2, -0.5], [0.2, -0.3, -0.1], [0.0, 0.0, -0.1], [0.1, -0.1, -0.1], [0.3, 0.8, -0.6], [-0.2, -0.8, 0.6], [-0.1, -0.2, 0.2], [0.1, 0.0, 0.4], [0.1, 0.0, -0.1], [-0.1, 0.4, 0.7], [-0.4, 0.1, -0.2], [-0.1, -0.2, -0.4], [-0.2, 0.0, -0.1], [0.0, 0.0, 0.2], [0.0, 0.2, -0.1]],
  "nbo_charge": [-0.65, 0.11, -0.70, -0.35, -0.60, 0.29, -0.33, 0.23, 0.23, 0.21, 0.19, 0.46, 0.26, 0.23, 0.22, 0.20],
  "lumo_energy_ev": 0.674,
  "largest_force_ev_per_a": 1.06,
  "orbital_gap_ev": 11.5,
  "total_energy_ha": -325.89634,
  "homo_energy_ha": -0.3968,
  "smiles": "C[C@@H](O)[C@@H](C)C#N"
}


(7)
{
  "formula": "C5H9NO",
  "method": "ωB97M-V/def2-TZVPD",
  "species": ["C", "C", "C", "C", "N", "C", "O", "H", "H", "H", "H", "H", "H", "H", "H", "H"],
  "xyz": [[1.642, -0.948, -1.309], [0.936, -0.196, -0.237], [-0.699, -0.796, 0.511], [-1.218, 0.525, 0.883], [-0.680, 1.309, 1.975], [-0.382, 0.318, -0.416], [-0.921, 0.623, -1.663], [2.363, -1.650, -0.881], [0.941, -1.499, -1.940], [2.207, -0.262, -1.952], [1.510, 0.237, 0.571], [-0.263, -1.439, 1.265], [-2.265, 0.694, 0.633], [-1.051, 2.254, 1.970], [-0.921, 0.896, 2.870], [-1.200, -0.067, -2.279]],
  "forces_ev_per_angstrom": [[-0.1, -0.4, 0.1], [-1.2, 1.7, 1.4], [0.1, -1.1, 1.0], [1.7, 0.8, -0.8], [0.0, -0.1, 0.0], [-0.6, -0.4, -1.4], [-0.1, 0.7, -0.2], [-0.1, 0.0, -0.1], [0.0, 0.0, 0.0], [-0.2, 0.0, 0.1], [0.0, -0.1, 0.1], [-0.1, -0.7, -0.7], [0.1, -0.1, -0.1], [0.1, -0.1, 0.0], [0.0, 0.0, -0.1], [0.3, -0.4, 0.8]],
  "nbo_charge": [-0.65, -0.12, -0.42, -0.07, -0.85, 0.27, -0.73, 0.22, 0.22, 0.24, 0.23, 0.26, 0.19, 0.36, 0.36, 0.49],
  "lumo_energy_ev": 0.960,
  "largest_force_ev_per_a": 2.50,
  "orbital_gap_ev": 8.9,
  "total_energy_ha": -325.75205,
  "homo_energy_ha": -0.2928,
  "smiles": "C[C@@H]1[C@H]2[C@@H](N)[C@]21O"
}


(8)
{
  "formula": "C5H9NO",
  "method": "ωB97M-V/def2-TZVPD",
  "species": ["O", "C", "C", "C", "C", "N", "C", "H", "H", "H", "H", "H", "H", "H", "H", "H"],
  "xyz": [[-2.220, -1.934, 0.919], [-1.543, -0.971, 0.143], [0.027, 1.914, 0.089], [0.349, 0.503, -0.141], [1.493, 0.361, -1.060], [1.615, 1.229, 0.122], [-0.185, -0.589, 0.724], [-2.368, -1.541, 1.789], [-1.415, -1.411, -0.852], [-2.129, -0.046, 0.025], [0.100, 2.442, -0.878], [1.537, 0.914, -1.995], [2.038, -0.585, -1.039], [2.110, 0.862, 0.932], [0.484, -1.456, 0.774], [-0.334, -0.180, 1.733]],
  "forces_ev_per_angstrom": [[-0.1, 0.1, 0.3], [0.1, 0.1, -0.2], [0.4, -0.2, -0.3], [-0.4, 0.0, 0.1], [0.0, 0.0, -0.3], [0.2, 0.1, 0.2], [0.0, -0.1, 0.0], [-0.1, -0.2, -0.1], [0.0, 0.0, 0.1], [0.0, -0.2, 0.0], [0.2, 0.0, 0.2], [-0.1, -0.1, 0.1], [0.0, 0.2, 0.1], [-0.2, 0.3, -0.1], [-0.1, 0.0, 0.0], [0.1, -0.1, -0.1]],
  "nbo_charge": [-0.71, -0.05, -0.30, 0.01, -0.24, -0.45, -0.45, 0.46, 0.18, 0.17, 0.13, 0.21, 0.21, 0.40, 0.21, 0.22],
  "lumo_energy_ev": 0.799,
  "largest_force_ev_per_a": 0.50,
  "orbital_gap_ev": 8.9,
  "total_energy_ha": -325.73330,
  "homo_energy_ha": -0.2977
}